No. 1
Here is C46H38N4O2P2PdSi as an isolated structure from the Open Molecules 2025 dataset. Energies are from ωB97M-V/def2-TZVPD.

Computed properties:
**Charge**: 0
**E_LUMO**: -0.0449 Ha
**Kohn-Sham gap**: 0.23480 hartree
**Energy above the lowest of the compared OMol25 structures with the same formula, charge and spin**: 5.93 kcal/mol

CARTESIAN COORDINATES (ANGSTROEM)
1 Pd -0.874 0.144 -0.850
2 P 1.353 -0.128 -1.736
3 P -0.857 -1.654 -2.235
4 Si -2.172 2.585 -0.336
5 O -1.005 -2.036 1.405
6 O -0.746 1.919 0.072
7 N 0.772 -1.446 -2.628
8 N 2.246 1.224 1.568
9 N -0.273 -0.953 4.591
10 N -0.155 -1.141 1.114
11 C 2.790 3.365 -3.160
12 C -1.376 -5.943 -0.784
13 C -4.291 2.952 1.547
14 C 5.174 -2.122 -0.189
15 C 0.025 -0.751 3.498
16 C -1.680 -1.423 -3.837
17 C 1.415 0.464 1.815
18 C 1.858 2.207 -5.055
19 C -1.801 -0.112 -4.302
20 C -3.202 -0.075 -0.101
21 C -2.740 -0.913 -6.365
22 C -2.306 -3.974 -1.798
23 C -1.108 3.528 -2.802
24 C -3.093 4.666 -2.084
25 C -1.052 -3.361 -1.746
26 C 2.464 2.295 -2.340
27 C 1.535 -2.242 -3.590
28 C 1.843 1.169 -2.885
29 C 5.268 -1.187 -1.208
30 C -4.604 -0.064 -2.499
31 C 0.398 -0.493 2.134
32 C -3.076 5.434 -3.244
33 C -3.898 -1.230 -0.510
34 C -5.031 3.673 2.476
35 C -2.613 -2.220 -5.916
36 C 3.939 -2.412 0.381
37 C 2.496 3.317 -4.518
38 C -1.085 4.294 -3.962
39 C -3.891 1.049 -2.126
40 C -2.463 -5.266 -1.321
41 C -2.083 -2.476 -4.657
42 C -2.327 0.143 -5.559
43 C -2.072 5.247 -4.185
44 C -2.115 3.694 -1.842
45 C -4.622 4.945 2.850
46 C 1.523 1.135 -4.237
47 C 2.893 -0.827 -1.100
48 C -0.136 -5.326 -0.708
49 C 4.129 -0.532 -1.663
50 C -3.170 1.081 -0.906
51 C -3.138 3.486 0.969
52 C -4.590 -1.219 -1.696
53 C -3.471 5.496 2.295
54 C -2.741 4.774 1.363
55 C 0.025 -4.030 -1.176
56 C 2.801 -1.766 -0.070
57 H -0.293 4.153 -4.687
58 H -3.157 -0.717 -7.345
59 H 2.220 -1.604 -4.148
60 H -1.982 -3.499 -4.320
61 H -3.883 4.825 -1.357
62 H -2.919 -3.044 -6.547
63 H -5.196 5.508 3.575
64 H -3.897 1.927 -2.762
65 H 0.853 -2.712 -4.299
66 H -4.626 1.958 1.266
67 H 2.120 -3.019 -3.095
68 H 0.705 -5.847 -0.272
69 H 1.842 -1.980 0.383
70 H -1.478 0.716 -3.681
71 H -2.055 5.846 -5.087
72 H -1.851 5.222 0.930
73 H 0.985 -3.537 -1.088
74 H -1.499 -6.953 -0.412
75 H -3.845 6.178 -3.412
76 H -2.778 -0.054 0.898
77 H -3.150 6.488 2.587
78 H 1.613 2.176 -6.109
79 H 6.066 -2.620 0.170
80 H -3.895 -2.105 0.128
81 H 3.866 -3.132 1.187
82 H -3.436 -5.739 -1.357
83 H 6.229 -0.957 -1.649
84 H -5.143 -2.098 -2.008
85 H -0.325 2.794 -2.634
86 H -5.927 3.244 2.906
87 H 2.675 2.339 -1.275
88 H 3.268 4.239 -2.736
89 H 4.211 0.204 -2.453
90 H -3.155 -3.442 -2.206
91 H -2.415 1.166 -5.902
92 H -5.172 -0.057 -3.422
93 H 1.007 0.279 -4.655
94 H 2.755 4.153 -5.155

No. 2
Here is a 2-piece molecular cluster, C4H11N3O2 overall from the Open Molecules 2025 dataset. Energies are from ωB97M-V/def2-TZVPD.

Computed properties:
**Charge**: 0
**E_LUMO**: 0.0208 Ha
**Kohn-Sham gap**: 0.37378 hartree
**Energy above the lowest of the compared OMol25 structures with the same formula, charge and spin**: 25.28 kcal/mol

CARTESIAN COORDINATES (ANGSTROEM)
1 O -1.083 -0.455 1.454
2 O -2.241 1.128 2.407
3 N -0.419 -0.077 -1.848
4 N 1.582 0.967 -1.563
5 N 1.227 -1.196 -0.581
6 C -1.237 0.871 1.794
7 C -0.155 1.812 1.298
8 C 1.099 -2.439 -1.296
9 C 0.881 -0.075 -1.398
10 H 0.709 1.362 1.806
11 H -0.189 1.786 0.217
12 H 1.550 -3.244 -0.689
13 H -0.866 0.792 -2.085
14 H -1.077 -0.727 -1.432
15 H -0.318 2.791 1.740
16 H 2.142 -0.966 -0.220
17 H 1.696 -2.428 -2.232
18 H 2.482 1.037 -1.112
19 H -0.483 -0.619 0.701
20 H 0.092 -2.775 -1.542

No. 3
Here is C28H54OP2Tb as an isolated structure from the Open Molecules 2025 dataset. Energies are from ωB97M-V/def2-TZVPD.

Computed properties:
**Charge**: +1
**E_LUMO (spin up / spin down)**: -0.1619 / -0.1539 Ha
**⟨S²⟩**: 12.148
**Kohn-Sham gap (spin up / spin down)**: 0.17890 / 0.19191 hartree
**Energy above the lowest of the compared OMol25 structures with the same formula, charge and spin**: 138.55 kcal/mol
**Spin multiplicity**: 7

CARTESIAN COORDINATES (ANGSTROEM)
1 Tb -0.585 -0.701 -0.718
2 P 0.959 -3.537 -0.173
3 P 2.286 3.163 0.405
4 O 0.273 -0.321 1.188
5 C -3.607 -1.674 -0.950
6 C 0.427 1.213 -1.597
7 C -0.977 -0.782 -3.138
8 C -3.242 -0.466 -0.162
9 C -3.039 0.867 -0.677
10 C -2.366 3.150 0.328
11 C 1.511 -1.188 -3.470
12 C -0.855 0.596 -3.770
13 C 1.484 0.329 -1.387
14 C 2.306 -0.285 -2.499
15 C -2.637 1.700 0.421
16 C 2.444 -3.844 -1.206
17 C 0.393 0.961 3.251
18 C -0.018 1.638 -2.985
19 C 2.605 4.497 -0.802
20 C 2.271 4.013 2.020
21 C -3.555 1.348 -1.980
22 C -2.862 1.537 2.968
23 C -3.392 -1.509 2.177
24 C -3.073 -0.401 1.261
25 C 3.915 2.309 0.412
26 C 0.751 -0.346 2.526
27 C 1.536 -4.288 1.398
28 C 0.081 -1.524 3.215
29 C -0.176 -4.852 -0.773
30 C 2.274 -0.518 2.536
31 C 0.130 -1.583 -2.944
32 C -2.764 0.946 1.613
33 H -3.273 3.748 0.529
34 H 0.260 1.809 2.565
35 H -0.999 -1.377 3.252
36 H -0.857 -4.452 -1.537
37 H 1.443 -0.675 -4.445
38 H 0.859 1.908 -3.602
39 H -2.774 0.785 3.756
40 H 2.786 0.436 2.368
41 H -3.530 -1.139 3.201
42 H 0.188 1.928 -0.775
43 H 3.380 5.177 -0.429
44 H 0.273 -2.456 2.671
45 H -3.849 2.009 3.099
46 H -0.579 2.584 -2.898
47 H 0.691 -4.757 1.921
48 H -0.004 -2.664 -2.777
49 H 3.823 1.311 0.862
50 H 2.816 0.510 -3.075
51 H -4.590 1.740 -1.901
52 H -1.967 -1.261 -3.223
53 H -4.467 -1.513 -1.623
54 H 2.705 3.377 2.803
55 H 4.654 2.891 0.976
56 H -4.333 -1.994 1.863
57 H -1.864 0.995 -3.951
58 H -2.952 2.169 -2.401
59 H 2.026 0.395 -0.423
60 H 1.226 4.223 2.290
61 H 1.192 1.230 3.956
62 H 2.083 -2.112 -3.676
63 H 1.961 -3.500 2.031
64 H 0.471 -1.618 4.235
65 H -2.611 -2.292 2.197
66 H -3.596 0.536 -2.723
67 H 2.215 -3.761 -2.275
68 H 3.207 -3.095 -0.955
69 H 2.920 4.037 -1.748
70 H -1.599 3.464 1.055
71 H 2.616 -1.236 1.777
72 H 2.597 -0.883 3.526
73 H -0.411 0.507 -4.777
74 H 1.676 5.051 -0.991
75 H 3.122 -0.864 -2.047
76 H 2.839 -4.845 -0.990
77 H 2.309 -5.047 1.216
78 H -0.778 -5.200 0.076
79 H -0.524 0.837 3.835
80 H -1.996 3.426 -0.670
81 H 0.394 -5.690 -1.198
82 H 2.827 4.954 1.927
83 H -2.109 2.317 3.129
84 H -2.777 -2.038 -1.590
85 H 4.254 2.168 -0.622
86 H -3.868 -2.502 -0.280

No. 4
Here is C4H5NO2 as an isolated structure from the Open Molecules 2025 dataset. Energies are from ωB97M-V/def2-TZVPD.

Computed properties:
**Charge**: 0
**E_LUMO (spin up / spin down)**: -0.0752 / -0.0069 Ha
**Kohn-Sham gap (spin up / spin down)**: 0.24194 / 0.34244 hartree
**Energy above the lowest of the compared OMol25 structures with the same formula, charge and spin**: 205.11 kcal/mol

CARTESIAN COORDINATES (ANGSTROEM)
1 O -3.285 1.148 -0.007
2 O -3.288 -1.050 0.092
3 N -2.719 -0.005 -0.007
4 C 0.829 -0.005 0.119
5 C -1.432 -0.024 -0.238
6 C -0.338 0.963 -0.028
7 C -0.265 -1.011 -0.042
8 H -0.164 -1.917 -0.735
9 H 1.894 0.113 0.085
10 H -0.050 1.735 -0.576
11 H -0.519 1.589 0.896
12 H -0.286 -1.464 0.981

No. 5
Here is C20H40NOP3ReS as an isolated structure from the Open Molecules 2025 dataset. Energies are from ωB97M-V/def2-TZVPD.

Computed properties:
**Charge**: +4
**E_LUMO (spin up / spin down)**: -0.5972 / -0.5755 Ha
**⟨S²⟩**: 3.964
**Kohn-Sham gap (spin up / spin down)**: 0.13199 / 0.18688 hartree
**Energy above the lowest of the compared OMol25 structures with the same formula, charge and spin**: 22.28 kcal/mol
**Spin multiplicity**: 4

CARTESIAN COORDINATES (ANGSTROEM)
1 Re -0.057 0.190 0.264
2 S -4.094 0.366 2.798
3 P 1.692 -0.170 -1.126
4 P 1.314 0.955 1.930
5 P -0.688 2.351 -0.312
6 O -1.435 -0.368 -1.164
7 N -1.807 -0.060 1.672
8 C -1.758 -0.742 2.890
9 C 3.147 0.957 -1.205
10 C -1.954 -1.249 -1.984
11 C 1.171 -4.287 2.123
12 C -2.898 -0.589 3.644
13 C -1.348 -2.510 -2.258
14 C 0.601 1.331 3.591
15 C 2.684 -0.184 2.452
16 C 2.301 2.517 1.735
17 C -2.457 -2.523 -4.417
18 C 2.540 -1.778 -0.820
19 C 0.483 3.423 -1.234
20 C -3.062 -0.849 -2.792
21 C -1.563 -3.099 -3.500
22 C 0.239 -4.703 1.250
23 C -2.157 2.520 -1.393
24 C -3.222 -1.409 -4.046
25 C 1.293 -0.295 -2.909
26 C -2.992 0.530 1.477
27 C -1.182 3.449 1.088
28 H -3.290 0.981 0.533
29 H -3.661 -0.010 -2.444
30 H 0.711 0.577 -3.228
31 H 2.222 -0.340 -3.492
32 H 0.514 -5.146 0.289
33 H 3.715 0.720 -2.114
34 H 0.907 2.886 -2.092
35 H 2.837 2.006 -1.257
36 H -1.982 2.977 1.676
37 H 3.439 -0.290 1.665
38 H 2.759 2.744 2.708
39 H -2.253 1.650 -2.054
40 H 0.701 -1.197 -3.096
41 H -0.851 -1.290 3.155
42 H -2.054 3.422 -2.006
43 H 3.810 0.818 -0.345
44 H 1.296 3.787 -0.596
45 H -1.565 4.390 0.668
46 H 0.376 0.395 4.117
47 H -0.073 4.295 -1.606
48 H 3.189 -1.995 -1.677
49 H -3.061 2.603 -0.783
50 H 3.161 0.208 3.358
51 H -0.336 3.689 1.744
52 H 1.680 3.374 1.448
53 H 2.241 -4.362 1.902
54 H 1.342 1.896 4.173
55 H 3.140 -1.738 0.097
56 H 2.264 -1.174 2.678
57 H 0.702 -0.962 1.239
58 H -1.050 -4.028 -3.763
59 H -0.832 -4.594 1.457
60 H -2.591 -2.984 -5.400
61 H 0.901 -3.873 3.099
62 H -3.957 -0.974 -4.731
63 H -0.316 1.926 3.511
64 H 1.804 -2.584 -0.714
65 H -0.697 -2.975 -1.512
66 H -3.035 -0.990 4.639
67 H 3.102 2.392 0.999

No. 6
Here is a 10-piece molecular cluster, C31H64FN2O30S overall from the Open Molecules 2025 dataset. Energies are from ωB97M-V/def2-TZVPD.

Computed properties:
**Charge**: +1
**E_LUMO**: -0.1356 Ha
**Kohn-Sham gap**: 0.30450 hartree

CARTESIAN COORDINATES (ANGSTROEM)
1 S 2.456 4.855 1.112
2 F 3.798 4.024 1.107
3 O -7.037 -0.843 3.215
4 O 3.114 -4.700 -1.691
5 O 7.483 2.837 7.526
6 O -9.819 -4.772 -2.661
7 O 5.650 -0.530 -7.121
8 O -2.411 -1.872 1.276
9 O 0.098 2.048 6.150
10 O 7.174 -1.149 -8.515
11 O -3.819 -5.419 -7.261
12 O -0.186 -0.077 5.437
13 O -5.817 -4.915 -6.638
14 O 3.098 -3.795 -3.759
15 O 1.573 -3.190 -2.355
16 O 5.343 2.801 6.808
17 O 2.707 6.187 0.594
18 O 7.046 3.579 5.549
19 O 1.248 1.159 4.422
20 O -4.118 -4.573 -5.190
21 O 5.470 9.066 6.123
22 O -10.925 -6.158 -3.888
23 O -6.728 -1.692 1.146
24 O -8.730 -1.193 1.762
25 O 7.034 8.084 4.824
26 O -11.384 -6.069 -1.679
27 O 1.840 4.911 2.427
28 O -2.648 -2.531 -0.757
29 O 7.169 -2.057 -6.448
30 O 7.197 8.199 7.073
31 O -0.601 2.513 -0.276
32 O -1.194 -0.848 -0.329
33 N 2.007 3.324 -1.138
34 N 1.141 3.711 -3.314
35 C -1.807 -1.006 2.239
36 C 7.047 2.266 8.762
37 C 0.343 3.076 0.606
38 C 6.715 -1.321 -7.281
39 C 4.730 9.371 4.943
40 C -2.331 -2.429 -2.150
41 C 2.645 -3.971 -2.519
42 C -2.001 -1.671 0.028
43 C -4.543 -4.932 -6.256
44 C -11.924 -7.172 -4.018
45 C 1.921 2.405 4.258
46 C -5.329 -1.769 1.425
47 C 6.508 3.046 6.648
48 C 6.096 3.859 4.529
49 C -1.176 -0.267 6.454
50 C 6.611 8.415 5.899
51 C 8.442 7.503 6.988
52 C -7.457 -1.205 2.150
53 C 0.361 1.136 5.421
54 C 1.282 4.083 -0.075
55 C -2.420 -5.502 -6.989
56 C -9.641 -0.695 2.745
57 C 5.064 -0.620 -5.827
58 C 8.322 -1.943 -8.829
59 C -9.546 -4.193 -1.384
60 C 0.978 -3.288 -1.059
61 C 0.999 2.845 -2.169
62 C -10.772 -5.704 -2.644
63 C 4.253 -4.582 -4.074
64 C -0.446 2.849 -1.632
65 C -6.721 -4.414 -5.650
66 H 2.485 2.532 -0.700
67 H 4.444 8.459 4.420
68 H -0.729 -1.154 2.269
69 H 5.603 2.943 4.201
70 H 9.154 -1.691 -8.174
71 H 2.700 3.896 -1.632
72 H 1.681 -2.980 -0.286
73 H -10.430 -3.694 -0.991
74 H 0.130 -2.622 -1.041
75 H 8.089 -3.003 -8.752
76 H 7.931 2.149 9.381
77 H -6.483 -3.381 -5.400
78 H 0.323 4.281 -3.466
79 H -10.632 -0.742 2.304
80 H 1.215 3.200 4.034
81 H -0.739 -0.145 7.443
82 H -11.668 -8.044 -3.420
83 H -2.224 -1.265 3.208
84 H 5.774 -0.312 -5.060
85 H -2.589 -1.440 -2.529
86 H 8.591 -1.709 -9.855
87 H 2.603 2.288 3.416
88 H -11.948 -7.452 -5.067
89 H -2.920 -3.169 -2.684
90 H -1.539 -1.286 6.349
91 H -0.940 3.793 -1.894
92 H -9.619 -1.315 3.640
93 H -7.717 -4.453 -6.081
94 H 6.594 1.290 8.596
95 H 4.214 0.058 -5.816
96 H 4.713 -1.631 -5.630
97 H 5.361 4.584 4.877
98 H 0.629 -4.303 -0.871
99 H 3.834 9.895 5.262
100 H -5.142 -2.433 2.267
101 H -4.926 -0.778 1.629
102 H -2.230 -6.168 -6.148
103 H -6.698 -5.034 -4.757
104 H -2.005 0.425 6.320
105 H 9.164 8.076 6.408
106 H -9.196 -4.949 -0.684
107 H -9.409 0.338 2.996
108 H 6.343 2.927 9.264
109 H 8.303 6.516 6.550
110 H -0.972 2.079 -2.193
111 H -12.900 -6.789 -3.727
112 H 1.393 3.197 -4.142
113 H 2.506 2.653 5.143
114 H 6.637 4.286 3.689
115 H 4.524 -4.353 -5.101
116 H 1.285 1.842 -2.479
117 H 5.306 10.018 4.283
118 H 8.813 7.392 8.003
119 H -4.849 -2.176 0.543
120 H -2.007 -4.515 -6.790
121 H 4.031 -5.644 -3.994
122 H -0.108 3.524 1.489
123 H 0.793 4.937 -0.539
124 H -1.953 -5.911 -7.880
125 H -1.281 -2.635 -2.323
126 H 5.086 -4.321 -3.423
127 H -8.760 -3.456 -1.532
128 H 0.976 2.256 0.983
129 H -2.044 0.034 2.019

No. 7
Here is a 3-piece molecular cluster, C5H16O2 overall from the Open Molecules 2025 dataset. Energies are from ωB97M-V/def2-TZVPD.

Computed properties:
**Charge**: 0
**E_LUMO**: 0.0282 Ha
**Kohn-Sham gap**: 0.41443 hartree
**Energy above the lowest of the compared OMol25 structures with the same formula, charge and spin**: 33.88 kcal/mol

CARTESIAN COORDINATES (ANGSTROEM)
1 O 2.567 -0.941 2.649
2 O 0.356 3.395 -3.157
3 C -0.575 -1.633 0.618
4 C -1.594 0.654 -1.113
5 C 0.395 -1.030 -0.522
6 C -0.543 -0.794 1.996
7 C 0.015 0.466 -1.107
8 H -0.531 0.345 1.873
9 H -0.071 3.945 -3.884
10 H -1.349 -1.059 2.644
11 H 2.915 -1.753 2.195
12 H -2.008 0.496 -0.140
13 H -1.808 1.705 -1.399
14 H -1.543 -1.692 0.204
15 H 3.018 -1.043 3.467
16 H 0.312 -1.018 2.683
17 H 0.349 1.221 -0.353
18 H 0.583 0.643 -2.035
19 H -0.217 -2.664 0.930
20 H -2.066 -0.104 -1.725
21 H 0.246 -1.772 -1.343
22 H 0.116 3.817 -2.308
23 H 1.433 -1.185 -0.174

| no. | calculated total energy (a.u.) |
| --- | --- |
| 1 | -3245.323645 |
| 2 | -473.762486 |
| 3 | -2681.291411 |
| 4 | -360.342561 |
| 5 | -2414.922537 |
| 6 | -4084.121484 |
| 7 | -350.528298 |